Record 1
C4H4N2O | ωB97M-V/def2-TZVPD

Values from the calculation:
F_max (hartree/bohr): 0.0193
HOMO (alpha / beta) (Ha): -0.3369 / -0.3371
Relative energy (zero: lowest compared OMol25 entry of this formula, charge and spin) (eV): 5.150
Kohn-Sham gap (alpha / beta) (eV): 7.8 / 7.8

Structure (ORCA input):
```
! RIJCOSX wB97M-V def2-TZVPD def2/J DEFGRID3
* xyz 0 1
N -1.0653 1.0130 2.1219
C -0.2134 0.9514 1.3342
C 0.8632 0.9522 0.4142
O 1.1513 -0.0359 -0.3841
C 0.4266 -1.0330 -0.8077
C -0.7270 -1.5180 -0.1444
N -1.6601 -1.9885 0.3631
H 1.6256 1.7156 0.4457
H -0.5511 1.2916 -1.1844
H -0.6777 0.6596 -1.5831
H 0.8920 -1.5958 -1.6032
*
```

=====

Record 2
C4H4N2O | ωB97M-V/def2-TZVPD

Values from the calculation:
F_max (hartree/bohr): 0.0355
HOMO (Ha): -0.3675
SMILES string: C1=NN=C[C@@H]2O[C@@H]12
Relative energy (zero: lowest compared OMol25 entry of this formula, charge and spin) (eV): 5.796
Kohn-Sham gap (eV): 10.2

Structure (ORCA input):
```
! RIJCOSX wB97M-V def2-TZVPD def2/J DEFGRID3
* xyz 0 1
C -0.3751 1.3948 -0.0509
N -1.4648 0.7118 -0.1732
N -1.4776 -0.7135 0.1149
C -0.3756 -1.3797 0.1169
C 0.7459 -0.5675 -0.3972
O 1.9689 -0.0257 -0.0603
C 0.7725 0.5998 0.4386
H -0.4302 2.4912 -0.2902
H -0.4550 -2.5062 0.2075
H 0.4851 -0.3918 -1.4050
H 0.6057 0.3867 1.4990
*
```